Molecular formula: C24H26AuBrFIN4O5
Method: DFT, ωB97M-V/def2-TZVPD

Cartesian coordinates (Å):
Au (1.54282, -3.45747, 0.62332)
C (2.76207, 4.14046, 0.76590)
C (2.95381, 3.32458, -0.50168)
N (2.26936, 2.01574, -0.42463)
C (2.95636, 0.97060, 0.02337)
C (2.45074, -0.29901, 0.20788)
C (3.47065, -1.26901, 0.74536)
O (4.61041, -0.91756, 0.88541)
O (3.11649, -2.48501, 1.16756)
C (1.09799, -0.53695, -0.10440)
O (0.49823, -1.65392, -0.01182)
C (0.33720, 0.60175, -0.60403)
C (-1.00545, 0.44324, -0.96553)
C (-1.72650, 1.50540, -1.41993)
F (-2.99229, 1.29621, -1.82521)
C (-1.18051, 2.79932, -1.51254)
C (0.14957, 2.94976, -1.17059)
C (0.92412, 1.86570, -0.74076)
N (-1.92060, 3.93523, -1.91978)
C (-3.37148, 3.94592, -1.79672)
C (-3.87052, 5.37872, -1.75131)
N (-3.42572, 6.10189, -2.99570)
C (-1.92786, 6.05612, -3.13008)
C (-1.47474, 4.60974, -3.13184)
H (3.25866, 5.10441, 0.66025)
H (3.19820, 3.62713, 1.62273)
H (1.70585, 4.31794, 0.97466)
H (4.00709, 3.11370, -0.67140)
H (2.59244, 3.84927, -1.38237)
H (4.00387, 1.12985, 0.24736)
H (-1.46595, -0.53285, -0.91584)
H (0.57748, 3.94076, -1.21329)
H (-3.66779, 3.47083, -0.86502)
H (-3.86877, 3.40998, -2.61594)
H (-3.45356, 5.91957, -0.90402)
H (-4.95700, 5.41192, -1.70726)
H (-3.75095, 7.06919, -2.98025)
H (-3.85157, 5.65675, -3.81234)
H (-1.52076, 6.59365, -2.27581)
H (-1.64646, 6.56381, -4.05023)
H (-0.38974, 4.59904, -3.19693)
H (-1.85762, 4.10184, -4.03165)
N (-0.02110, -4.48692, -0.13097)
C (0.40366, -5.49100, -1.14336)
C (1.60627, -4.94130, -1.91953)
O (1.75109, -5.23151, -3.07691)
O (2.40566, -4.21558, -1.18279)
H (-0.60928, -4.88642, 0.59165)
H (-0.54790, -3.73579, -0.57740)
H (-0.40030, -5.71197, -1.83913)
H (0.73247, -6.39346, -0.63099)
Br (2.88394, -6.13468, 5.92007)
C (1.13300, -6.14529, 5.23226)
C (0.11855, -6.75534, 5.95670)
C (-1.17365, -6.77315, 5.45906)
C (-1.46457, -6.18202, 4.23844)
C (-0.45538, -5.57550, 3.50890)
C (0.83614, -5.56277, 4.00855)
I (2.40003, -4.67573, 2.93756)
H (0.34995, -7.21694, 6.90653)
H (-1.95692, -7.25254, 6.02970)
H (-2.47522, -6.19457, 3.85317)
H (-0.67406, -5.10574, 2.56361)

The relative energy (zero: lowest compared OMol25 entry of this formula, charge and spin) is 1.369 eV. The LUMO energy is -6.8378 eV. The total charge is +2. The total energy is -126044.88308 eV. The calculation puts the HOMO-LUMO gap at 6.50 eV.